C21H64CuF6N26O17 as an isolated structure. Source: the Open Molecules 2025 dataset; level of theory: wB97M-V/def2-TZVPD.

Each line ends with the Löwdin charge.
Positions of all 135 atoms, in Å:
1 Cu 4.180439 20.735851 -8.086848  0.480
2 C 5.842187 19.677161 -10.816183  -0.428
3 O 4.594037 18.988744 -11.047672  -0.128
4 O 5.524501 20.642393 -9.907409  -0.226
5 C 7.036740 18.712869 -10.655475  -0.544
6 F 7.142747 18.005837 -9.523606  0.143
7 F 6.924928 17.774871 -11.621560  0.121
8 F 8.168841 19.388796 -10.897909  0.130
9 C 4.190859 17.917207 -10.178374  -0.223
10 C 2.941166 17.322241 -10.832348  -0.043
11 H 3.216189 16.576198 -11.570739  0.057
12 H 2.394411 16.821866 -10.024297  0.045
13 H 2.310083 18.105596 -11.243978  0.069
14 H 3.857820 18.371945 -9.236709  0.087
15 H 5.008521 17.222062 -10.001166  0.104
16 H 6.038830 20.179607 -11.780060  0.139
17 C 1.239786 20.115506 -6.519742  -0.457
18 O 0.904372 20.280775 -5.166092  -0.089
19 O 2.602289 19.997414 -6.625207  -0.237
20 C 0.312289 19.039600 -7.111800  -0.527
21 F 0.746447 18.441870 -8.243153  0.106
22 F 0.074788 18.009263 -6.261186  0.116
23 F -0.883510 19.606848 -7.345556  0.138
24 C 0.092295 21.386387 -4.799259  -0.255
25 C -0.702373 20.951952 -3.589106  -0.086
26 H -1.549899 20.320535 -3.850495  0.075
27 H -0.118686 20.576312 -2.746921  0.073
28 H -1.210484 21.782241 -3.072965  0.069
29 H -0.675541 21.544250 -5.563592  0.115
30 H 0.738689 22.255870 -4.661579  0.121
31 H 1.075560 21.062713 -7.058969  0.149
32 C 7.088597 14.312338 -9.447365  -0.650
33 O 8.075151 14.203440 -10.153542  0.019
34 N 7.109116 14.618614 -8.090665  0.133
35 N 5.807325 14.185856 -9.923413  0.170
36 H 6.243441 14.406408 -7.616822  0.056
37 H 7.977047 14.571418 -7.585128  0.101
38 H 5.067011 14.417084 -9.287351  0.084
39 H 5.699322 14.200434 -10.931873  0.058
40 C 3.244825 22.882420 -10.516400  -0.645
41 O 2.947269 22.176593 -9.547221  -0.012
42 N 3.934655 22.356584 -11.560603  0.183
43 N 2.955574 24.219408 -10.590183  0.154
44 H 4.266461 22.980424 -12.271478  0.099
45 H 4.248826 21.411201 -11.375570  0.072
46 H 2.428071 24.529059 -9.791841  0.101
47 H 3.547904 24.852702 -11.091856  0.093
48 C 3.569213 17.055134 -14.884564  -0.680
49 O 2.349913 16.971319 -14.830139  0.016
50 N 4.347821 16.286218 -15.707351  0.149
51 N 4.276429 18.006875 -14.205813  0.179
52 H 3.872875 15.510191 -16.136059  0.098
53 H 5.316814 16.116104 -15.486451  0.061
54 H 5.265419 17.866994 -14.067243  0.073
55 H 3.907339 18.733102 -13.622603  0.092
56 C 5.715403 14.639426 -13.432430  -0.661
57 O 4.938520 14.914162 -12.524662  0.012
58 N 5.641854 13.535941 -14.254675  0.155
59 N 6.888089 15.307567 -13.659073  0.171
60 H 6.387338 13.420461 -14.910227  0.089
61 H 4.772127 13.037497 -14.287322  0.106
62 H 7.095186 16.149237 -13.153252  0.062
63 H 7.544345 15.053152 -14.371860  0.093
64 C -0.925690 13.956361 -9.678471  -0.671
65 O -1.088057 13.617595 -10.835639  0.029
66 N -1.692179 13.422075 -8.655818  0.137
67 N -0.220882 15.064565 -9.293161  0.157
68 H -2.215029 12.582649 -8.803126  0.095
69 H -1.417839 13.736196 -7.742909  0.082
70 H -0.238042 15.409572 -8.352409  0.085
71 H 0.323587 15.533771 -9.994755  0.089
72 C 7.814607 18.721169 -15.182680  -0.667
73 O 8.190998 17.560646 -14.989063  -0.021
74 N 8.048980 19.653936 -14.238242  0.189
75 N 6.985871 19.055865 -16.213289  0.157
76 H 8.500578 19.394221 -13.380478  0.086
77 H 7.953636 20.639643 -14.439725  0.106
78 H 6.559988 18.271710 -16.673721  0.090
79 H 6.526671 19.945155 -16.277105  0.098
80 C 9.402990 17.336739 -7.342551  -0.671
81 O 10.016042 16.625673 -8.129295  0.022
82 N 8.065966 17.296709 -7.088171  0.158
83 N 10.141875 18.091204 -6.435838  0.134
84 H 7.733670 18.155219 -6.692369  0.081
85 H 7.528105 16.553084 -7.544430  0.068
86 H 9.601324 18.834791 -6.023086  0.071
87 H 11.092720 18.281819 -6.702666  0.096
88 C 4.131996 16.281061 -6.555892  -0.650
89 O 4.976628 15.398203 -6.372186  -0.019
90 N 2.885715 16.115336 -7.057403  0.181
91 N 4.541578 17.581246 -6.602941  0.162
92 H 2.304932 16.868280 -7.386016  0.069
93 H 2.691354 15.200549 -7.427625  0.100
94 H 3.821638 18.297112 -6.436735  0.065
95 H 5.443096 17.727726 -6.182237  0.081
96 C 11.229457 20.831550 -9.002124  -0.642
97 O 12.089604 20.289695 -9.674282  0.038
98 N 11.518529 21.947290 -8.231282  0.147
99 N 9.938154 20.396468 -8.839303  0.174
100 H 12.473933 22.132668 -7.990044  0.095
101 H 10.830668 22.488375 -7.742954  0.046
102 H 9.718207 19.547553 -9.334804  0.073
103 H 9.487245 20.807449 -8.053674  0.048
104 C 10.804166 17.667939 -12.238366  -0.676
105 O 11.539982 18.342941 -12.948739  0.010
106 N 10.967646 17.627276 -10.873184  0.159
107 N 9.979305 16.665488 -12.681355  0.155
108 H 10.407791 17.012034 -10.303215  0.061
109 H 11.470506 18.375066 -10.411018  0.061
110 H 9.439869 16.026469 -12.125454  0.082
111 H 9.980965 16.531958 -13.678183  0.079
112 C -1.800835 19.739107 -10.773165  -0.684
113 O -2.691288 19.544620 -9.952888  0.008
114 N -0.741378 18.895343 -10.885689  0.167
115 N -1.786965 20.848287 -11.580626  0.144
116 H -0.670649 18.217626 -10.150436  0.080
117 H -0.003426 19.078515 -11.539113  0.091
118 H -2.662753 21.337912 -11.548877  0.096
119 H -1.128288 20.969529 -12.325011  0.089
120 C 8.285632 23.634130 -7.891554  -0.634
121 O 8.215946 24.497334 -8.768747  0.016
122 N 7.747748 22.376798 -8.054170  0.167
123 N 8.941693 23.798845 -6.698406  0.146
124 H 7.650163 21.757045 -7.270445  0.094
125 H 7.061627 22.325656 -8.794698  0.078
126 H 9.116283 22.982453 -6.143726  0.089
127 H 8.937439 24.717053 -6.293579  0.108
128 C 7.797403 24.041666 -12.454537  -0.674
129 O 7.445102 23.808926 -13.617263  -0.023
130 N 8.643803 25.063094 -12.101784  0.153
131 N 7.345584 23.341169 -11.391423  0.171
132 H 9.006965 24.978647 -11.166824  0.078
133 H 9.077030 25.675615 -12.762105  0.097
134 H 7.545269 23.620876 -10.444753  0.040
135 H 6.717302 22.544648 -11.374515  0.079

Forces on atoms 1 to 6 (eV/Å):
-0.9 -0.6 -0.8
-2.9 1.2 1.1
1.0 -1.1 -1.2
1.7 0.0 1.4
-1.0 -0.4 -0.4
0.2 0.8 0.1

Results
Frontier orbital gap = 7.4 eV
HOMO = -6.3614 eV
Total charge = -1
Energy = -157325.2671 eV